92
Properties=species:S:1:pos:R:3:mulliken_charge:R:1 method="wB97M-V/def2-TZVPD" spin_multiplicity=5 charge=+3 relative_energy_kcal_mol=37.01 homo_ha="-0.5631 / -0.5631"
Pt 0.79 0.29 0.19 1.82
Se 2.28 -0.43 -1.69 0.27
As 0.43 2.96 2.29 1.03
As -0.88 -0.05 3.80 0.35
O -4.17 -2.28 0.53 -0.64
N -4.20 -3.81 -1.19 0.24
N -0.93 -0.44 -1.27 0.05
C -1.37 0.32 -2.27 -0.21
C 0.60 -1.48 1.70 -1.17
C 0.70 3.79 6.14 -0.69
C 1.12 2.08 4.49 0.17
C 0.52 4.90 2.14 0.66
C -3.60 -4.23 -2.46 -0.67
C -3.85 -2.66 -0.58 0.28
C 5.64 -0.08 0.71 -1.00
C 1.77 5.49 2.33 -0.37
C 0.85 7.57 1.56 -0.57
C -0.56 3.23 6.39 -0.65
C 0.74 -0.79 2.94 0.21
C -2.60 -5.37 -2.25 -1.05
C -0.40 6.98 1.41 -0.79
C -0.97 2.09 5.69 -0.50
C 6.66 -0.47 -0.17 -0.59
C 1.09 2.56 0.44 -0.33
C -5.31 -4.66 -0.70 -0.47
C 4.34 -0.03 0.27 0.25
C -1.46 2.46 2.29 -1.44
C 1.61 -2.37 1.26 -0.11
C 1.90 -1.01 3.67 -0.29
C 0.25 2.73 -0.69 -0.21
C -1.66 0.95 2.23 0.51
C -1.70 -1.45 -0.85 -0.05
C 6.37 -0.81 -1.48 -0.69
C -5.32 -5.01 0.78 -1.20
C 2.75 -2.55 2.00 -0.87
C 5.06 -0.78 -1.93 -0.76
C 3.03 2.95 -0.96 -1.08
C -2.97 -1.68 -1.34 -0.80
C 2.89 -1.87 3.21 -0.82
C -2.61 0.13 -2.85 -1.26
C 2.20 3.12 -2.07 -0.77
C 1.93 6.84 2.04 -0.80
C -0.58 5.64 1.73 -0.21
C 1.53 3.22 5.19 -0.51
C 0.82 3.02 -1.93 -0.76
C 4.03 -0.40 -1.05 0.74
C -0.16 1.52 4.73 -0.07
C -3.45 -0.86 -2.35 0.11
C 2.49 2.68 0.28 -0.37
H -1.24 7.56 1.06 0.46
H -6.25 -4.18 -0.97 0.29
H 1.84 1.58 3.86 0.43
H 2.60 4.91 2.71 0.28
H 3.54 0.29 0.93 0.13
H -4.39 -4.56 -3.13 0.46
H -1.77 -5.04 -1.61 0.22
H -1.98 2.95 1.46 0.99
H 4.82 -1.05 -2.95 0.47
H 7.16 -1.09 -2.16 0.45
H 2.00 -0.57 4.65 0.69
H 5.88 0.18 1.73 0.50
H -1.88 2.86 3.22 0.56
H -0.82 2.77 -0.57 0.40
H -4.38 -5.47 1.09 0.30
H -5.48 -4.14 1.41 0.30
H 1.45 -2.95 0.36 0.62
H 2.62 3.36 -3.03 0.49
H -2.19 -5.67 -3.21 0.40
H -2.93 0.76 -3.67 0.50
H -1.30 -2.11 -0.09 0.63
H -1.94 1.65 5.92 0.49
H 0.18 3.22 -2.78 0.71
H -0.71 1.10 -2.63 0.45
H 4.10 3.07 -1.07 0.60
H -6.14 -5.70 0.97 0.41
H 0.98 8.62 1.32 0.43
H -1.21 3.68 7.12 0.48
H -1.56 5.19 1.64 0.37
H -3.09 -3.39 -2.92 0.34
H -2.72 0.71 2.19 0.70
H 2.52 3.62 5.03 0.51
H -1.21 0.53 1.32 -1.19
H 2.89 7.31 2.20 0.45
H -0.41 -1.66 1.34 0.79
H 1.03 4.65 6.71 0.49
H 3.50 -3.26 1.69 0.51
H 3.12 2.63 1.16 0.63
H -4.45 -0.98 -2.73 0.59
H 3.77 -2.05 3.82 0.51
H -5.25 -5.58 -1.28 0.41
H -3.07 -6.24 -1.79 0.35
H 7.68 -0.50 0.18 0.45

---

109
Properties=species:S:1:pos:R:3:mulliken_charge:R:1 method="wB97M-V/def2-TZVPD" charge=+1 relative_energy_kcal_mol=0.00 homo_ha=-0.3951
Sr 0.80 -5.39 1.41 1.92
Br 4.40 -0.66 -3.66 -0.14
Br 3.80 -3.84 3.59 -0.22
Br 4.09 3.88 -2.45 -0.16
Br 5.49 -0.89 4.62 -0.15
O -2.07 3.03 -6.76 -0.59
O -0.26 -3.70 3.37 -0.35
O -3.20 -5.73 -0.22 -0.61
O -4.14 -1.30 -6.71 -0.61
O -3.75 3.02 -5.42 -0.64
O -3.17 0.23 -7.81 -0.56
O -4.88 1.08 4.55 -0.58
O -1.42 -4.61 0.19 -0.38
O 1.39 -3.06 0.49 -0.52
O 2.55 1.70 0.54 -0.32
O -5.23 2.86 3.42 -0.58
O 4.68 1.84 1.08 -0.57
O -2.13 -3.96 4.39 -0.60
N -3.11 -0.64 -6.94 1.04
N -2.52 -4.70 -0.31 0.68
N -4.58 1.87 3.70 0.96
N 3.50 1.92 1.37 0.96
N -2.56 2.89 -5.67 1.13
N -1.12 -3.28 4.09 0.81
C -1.59 2.39 1.44 -0.65
C 3.97 2.24 3.83 -0.25
C 0.59 -0.11 5.04 -0.55
C -2.62 2.62 2.32 -0.81
C -0.39 0.51 5.86 -0.46
C 0.48 -1.02 -4.62 -0.67
C -2.32 2.63 -3.21 -0.59
C -1.51 2.39 -2.13 -0.18
C -1.72 2.74 -4.48 -0.48
C -0.37 2.56 -4.65 -0.53
C -2.97 0.28 2.67 -0.88
C 0.37 2.17 -3.56 -0.14
C -1.79 0.02 1.97 -0.54
C -4.41 -1.29 -1.92 -0.62
C 1.80 2.83 3.06 0.26
C -0.71 -0.23 -6.62 -0.68
C 2.29 3.13 5.38 -0.39
C -3.38 1.61 2.87 -0.28
C -3.06 -1.25 -1.65 -0.49
C 0.30 -1.24 4.36 -0.14
C 1.99 -1.82 0.16 -0.37
C -5.12 -2.43 -1.73 -0.76
C 3.59 2.57 5.13 -0.96
C -4.47 -3.55 -1.25 -0.27
C -1.59 -0.09 6.04 -0.59
C 3.13 2.45 2.73 -0.48
C 4.31 1.30 -3.81 -0.42
C -0.91 -1.94 4.63 0.12
C -0.68 -1.68 -4.27 -0.17
C 1.37 3.24 4.33 -0.63
C -3.11 -3.53 -0.96 -0.20
C 0.39 -0.27 -5.78 0.02
C -1.85 -0.90 -6.19 -0.09
C 4.09 1.88 -2.43 -0.03
C -1.86 -1.35 5.49 -0.53
C 5.33 -2.94 2.56 -0.53
C -1.85 -1.61 -5.00 -0.64
C -0.16 2.19 -2.29 -0.01
C 1.69 -1.22 -1.22 0.47
C 5.21 -1.43 2.67 -0.41
C -1.20 1.08 1.32 0.30
C -2.40 -2.33 -1.06 0.19
H 1.39 1.87 -3.71 0.16
H 0.35 3.58 4.50 0.50
H -1.38 -0.98 1.89 0.87
H -2.57 -0.29 -1.70 0.52
H -3.36 2.77 -2.96 0.55
H -0.36 0.94 0.66 0.46
H 3.18 1.56 -1.94 -0.53
H -0.64 0.25 -7.59 0.45
H -0.95 3.14 1.00 0.71
H 6.31 -3.26 2.92 0.44
H 0.96 -1.70 3.66 0.35
H -4.96 -4.51 -1.17 0.48
H 1.95 3.40 6.37 0.45
H 0.09 2.47 -5.63 0.58
H -0.74 -2.24 -3.36 0.60
H 1.30 0.15 -6.17 0.49
H 1.60 -1.12 0.91 -0.33
H -2.73 3.67 2.58 0.49
H 5.89 -0.87 2.03 0.53
H -1.98 2.52 -1.17 0.27
H 2.40 -1.58 -1.96 0.27
H 0.50 1.94 -1.47 0.43
H -0.06 1.36 6.45 0.52
H -1.35 -2.27 -0.84 0.35
H 4.21 -1.17 2.33 -0.02
H 4.93 1.75 3.77 0.80
H 1.38 -1.12 -4.03 0.25
H 3.07 -1.80 0.32 0.26
H 4.87 1.63 -1.71 0.55
H -4.86 -0.41 -2.34 0.57
H 4.27 2.46 5.97 0.41
H 5.30 1.63 -4.15 0.46
H 3.55 1.57 -4.54 0.32
H -2.26 0.39 6.74 0.48
H -2.64 -2.20 -4.56 0.60
H 1.04 2.76 2.30 0.17
H 5.19 -3.31 1.55 0.40
H 1.84 -0.14 -1.28 -0.14
H -3.47 -0.59 3.06 0.57
H -6.20 -2.43 -1.81 0.47
H 1.57 0.33 4.94 0.46
H 0.69 -1.48 -1.56 -0.55
H -2.76 -1.80 5.87 0.49

---

96
Properties=species:S:1:pos:R:3:mulliken_charge:R:1 method="wB97M-V/def2-TZVPD" spin_multiplicity=2 charge=0 relative_energy_kcal_mol=9.97 homo_ha="-0.2566 / -0.2576"
Ge 3.13 -1.23 -4.46 0.90
Ti 0.07 -0.07 0.03 -0.15
S -0.28 1.59 -2.09 -0.31
P 1.13 2.05 1.20 1.77
O -2.43 2.86 1.08 -0.67
O -1.50 0.86 0.74 -0.01
O 3.35 -2.02 -0.85 -0.59
O 1.57 -0.69 -0.86 1.09
N -0.35 -1.75 1.06 0.24
N -2.90 1.30 -1.66 -0.22
N -2.27 2.08 -3.72 -0.40
C 3.46 -0.61 -7.34 -0.21
C 2.15 1.01 -8.54 -0.48
C 1.55 -2.54 -2.36 -1.18
C -0.45 -2.49 3.18 -1.16
C 0.39 -2.02 2.20 0.51
C 5.01 -3.34 -3.70 -0.06
C 0.54 4.44 -0.08 -0.50
C 4.14 -2.89 -4.69 -0.08
C 5.55 2.06 -2.04 -0.42
C 1.54 3.69 0.54 0.68
C 5.41 -5.37 -4.94 -0.46
C 2.26 -1.74 -1.29 0.00
C 4.54 -4.94 -5.92 -0.71
C 1.42 1.27 -7.38 -0.61
C 4.17 2.09 -2.08 -0.32
C 2.52 1.99 3.66 -0.73
C 2.73 -0.37 -6.18 0.08
C -2.74 -1.91 0.31 -1.23
C 4.71 1.03 3.88 -0.65
C 3.17 0.07 -8.52 -0.66
C 1.71 0.58 -6.22 -0.37
C -1.76 -2.55 2.62 -0.73
C 5.53 0.07 -3.38 -0.08
C 4.14 0.08 -3.41 0.00
C 3.12 5.45 0.09 -0.54
C 2.83 4.20 0.63 -0.69
C 1.88 -1.96 2.22 -0.43
C 6.23 1.05 -2.69 -0.81
C 3.61 1.67 4.44 -0.71
C 2.50 1.66 2.31 0.45
C -1.66 -2.09 1.33 0.41
C 3.47 1.10 -2.75 -0.67
C 4.70 0.70 2.53 -0.71
C -0.37 2.33 2.22 -0.96
C 1.41 -1.74 -3.65 -0.54
C -1.56 2.05 1.30 0.02
C 0.84 5.69 -0.61 -0.84
C 3.90 -3.71 -5.80 -0.43
C 2.13 6.19 -0.54 -0.61
C 3.60 1.00 1.75 -0.13
C 5.64 -4.57 -3.82 -0.76
C -1.93 1.65 -2.50 0.56
H 6.10 2.83 -1.51 0.45
H 2.24 -1.68 3.21 0.35
H -3.23 2.14 -4.02 0.20
H 4.27 -1.33 -7.34 0.37
H -0.15 -2.80 4.17 0.50
H -1.54 2.28 -4.38 0.17
H 0.64 2.02 -7.40 0.38
H -3.86 1.49 -1.88 0.21
H 0.57 -2.83 -1.97 0.38
H -0.47 4.06 -0.15 0.21
H -2.66 -2.89 3.11 0.48
H 3.58 0.71 0.70 0.17
H 2.36 7.16 -0.95 0.39
H 3.74 -0.13 -9.41 0.40
H -0.43 3.32 2.66 0.49
H -3.38 -2.79 0.25 0.47
H 5.56 0.78 4.49 0.39
H -2.31 -1.76 -0.69 0.19
H 5.54 0.18 2.09 0.48
H 5.18 -2.75 -2.81 0.49
H -2.65 1.16 -0.68 0.06
H 2.38 1.14 -2.77 0.43
H 6.31 -4.91 -3.04 0.41
H 7.32 1.02 -2.68 0.41
H 2.28 -1.24 1.50 -0.35
H 2.31 -2.93 1.96 0.30
H 1.92 1.55 -9.45 0.37
H 3.62 1.92 5.50 0.41
H 4.13 5.84 0.16 0.44
H 1.15 0.80 -5.32 0.29
H -3.38 -1.05 0.53 0.12
H 0.91 -2.36 -4.41 0.54
H 4.34 -5.56 -6.79 0.40
H 0.06 6.27 -1.09 0.45
H -0.37 1.55 2.99 0.59
H 3.61 3.64 1.12 0.42
H 0.78 -0.86 -3.50 0.05
H 5.91 -6.33 -5.03 0.38
H 1.67 2.51 4.11 0.41
H 3.21 -3.39 -6.57 0.44
H 2.12 -3.45 -2.53 0.41
H 6.08 -0.72 -3.89 0.44
H 3.62 2.89 -1.59 0.53

---

105
Properties=species:S:1:pos:R:3:mulliken_charge:R:1 method="wB97M-V/def2-TZVPD" spin_multiplicity=2 charge=0 homo_ha="-0.2628 / -0.2628"
W 0.24 0.25 -0.12 2.68
As 3.07 2.03 -1.79 2.11
Cl -3.12 2.87 -2.40 -0.12
Cl -4.28 5.01 -0.44 -0.19
Cl -2.72 5.74 2.16 -0.20
Cl -0.10 4.25 2.88 -0.20
S -1.32 0.22 -3.55 -0.36
F 3.00 1.50 -0.12 -0.47
F 1.79 3.12 -1.46 -0.51
F 1.75 0.76 -2.10 -0.49
F 3.08 2.46 -3.46 -0.49
F 4.23 0.76 -2.10 -0.50
F 4.31 3.16 -1.39 -0.50
O -0.59 1.54 -1.24 -0.44
O 0.55 2.01 0.84 -0.75
N -1.98 -0.31 -0.15 -0.68
N 1.90 -0.97 0.46 -0.65
N -0.24 -0.01 2.02 -0.96
N 0.19 -1.30 -1.71 -0.47
C -4.04 -0.11 -1.15 0.81
C 2.83 -1.53 -0.39 0.08
C -5.10 -0.20 -2.21 -1.00
C -2.30 3.25 -0.94 0.53
C -5.34 1.13 0.71 -1.46
C -2.72 -0.56 -1.28 -0.40
C -6.15 0.20 1.62 -1.19
C -0.79 -1.42 -2.74 1.06
C -2.89 0.31 0.71 -0.03
C -2.57 0.72 2.00 -0.83
C -1.16 2.55 -0.58 -0.94
C 1.29 -1.93 -2.24 0.40
C -5.79 -1.57 -2.20 -1.25
C -0.93 3.87 1.44 0.60
C 5.37 -3.74 -0.31 -1.24
C 2.03 -3.24 -4.36 -1.04
C -2.00 1.78 4.81 -1.14
C -2.81 0.79 5.66 -1.33
C -1.06 -2.79 -5.00 -1.15
C 0.28 0.80 4.13 0.93
C 5.06 -1.02 2.52 -1.20
C -2.10 4.55 1.09 0.36
C 5.35 -2.21 -0.41 -1.44
C -0.29 -2.31 -3.81 0.50
C 1.13 1.19 5.30 -1.23
C -4.15 0.45 0.11 1.50
C 2.62 -0.77 1.65 -0.14
C 1.96 2.44 5.01 -0.93
C 3.98 -1.17 1.50 0.82
C -1.35 0.58 2.61 -0.19
C 2.53 -2.00 -1.65 -0.74
C 2.95 -2.24 -5.06 -1.06
C -0.47 2.84 0.63 -0.39
C -2.19 -1.06 -2.54 -1.13
C 4.12 -1.64 0.23 1.07
C -1.04 1.08 3.91 0.98
C 2.08 -0.24 2.78 -0.67
C 0.76 0.16 2.95 0.38
C 1.00 -2.54 -3.53 0.26
C 5.68 0.38 2.45 -1.01
C -2.79 4.23 -0.07 0.47
C -1.11 -1.80 -6.17 -1.04
H -6.58 -0.63 1.05 0.28
H 3.72 -2.77 -5.62 0.41
H 2.38 -1.62 -5.76 0.26
H 5.83 -1.77 2.34 0.42
H -3.36 0.10 5.03 0.27
H 6.24 -4.14 -0.82 0.42
H -2.08 -3.05 -4.71 0.33
H -6.97 0.74 2.09 0.42
H -6.54 -1.62 -2.99 0.42
H -5.52 -0.22 2.41 0.23
H -0.12 -1.42 -6.40 0.19
H -3.36 1.18 2.57 0.63
H -5.84 0.58 -2.03 0.43
H 2.76 -0.10 3.61 0.41
H 4.66 -1.20 3.52 0.51
H 0.48 1.38 6.16 0.44
H -1.51 -2.30 -7.06 0.44
H -0.57 -3.70 -5.35 0.45
H 3.43 -1.57 -4.35 0.24
H 1.31 3.30 4.86 0.13
H 4.92 1.14 2.63 0.16
H -1.44 2.45 5.47 0.49
H 6.09 0.56 1.45 0.32
H -5.01 2.00 1.28 0.33
H 3.33 -2.48 -2.19 0.58
H -5.07 -2.37 -2.36 0.28
H -3.51 1.33 6.29 0.43
H -6.28 -1.74 -1.24 0.25
H 6.23 -1.80 0.08 0.50
H 2.55 2.31 4.10 0.25
H -4.66 -0.01 -3.19 0.34
H -2.14 0.21 6.30 0.33
H 5.41 -4.05 0.74 0.33
H 2.63 2.66 5.84 0.42
H -2.91 -1.60 -3.15 0.85
H 1.79 0.36 5.56 0.51
H -5.99 1.49 -0.09 0.43
H 5.39 -1.90 -1.46 0.39
H 1.53 -3.85 -5.11 0.37
H 4.47 -4.17 -0.75 0.29
H -2.68 2.39 4.22 0.33
H 2.63 -3.90 -3.72 0.40
H 6.47 0.49 3.18 0.43
H -1.75 -0.95 -5.94 0.31